1.
34
Properties=species:S:1:pos:R:3 method="wB97M-V/def2-TZVPD" fmax_ev_per_a=5.4 orbital_gap_ev=6.73 charge=+2
C 4.5569 -1.2795 -1.1127
C -4.0046 0.3744 0.1708
H 7.1913 0.8072 1.5384
H -4.4527 -1.9646 -0.1818
H -2.4521 0.8391 -2.2188
C -1.8589 0.4937 -1.2925
C 2.9815 -1.3045 -1.0914
C -4.8422 -0.9188 0.0470
C -1.7357 -0.2100 1.1133
C 3.1167 0.9074 0.3753
H 2.6590 1.7816 0.9712
O 7.6566 0.0467 1.1139
H -7.1088 -1.6814 0.2510
C -6.9151 0.6674 0.6604
C 0.6183 -0.0616 -0.2553
C 4.6847 0.8221 0.2933
C -0.3001 0.3652 -1.4706
N -2.5188 0.2141 -0.0313
H 0.3322 -0.7245 2.0418
C -6.3947 -0.7754 0.3001
H 0.2294 0.5767 -2.4595
P 7.1579 -0.1849 -0.5036
H 5.3155 1.6423 0.7952
N 5.3482 -0.2532 -0.4559
H -6.2513 2.8561 0.9497
H -8.0309 0.8306 0.8791
C 2.2012 -0.1712 -0.3339
H 5.1381 -2.0785 -1.6832
C -5.8523 1.7992 0.7085
H -2.3121 -0.4167 2.0771
Br 8.0263 -2.1815 -1.1168
C -0.1700 -0.3789 1.0768
H 2.4316 -2.1314 -1.6473
N -4.4450 1.6926 0.4915

***

2.
43
Properties=species:S:1:pos:R:3 method="wB97M-V/def2-TZVPD" fmax_ev_per_a=1.5 orbital_gap_ev=6.09 charge=-2
H 0.2514 -3.4574 -4.5971
H 7.1055 1.2181 0.3448
C 0.6094 3.4411 2.7130
C 4.0080 0.9229 -1.0153
H 5.9650 1.1789 -1.8558
C 3.9048 0.7901 1.3789
N -4.1152 0.0143 1.7568
C -0.4520 2.9207 3.4481
N -4.9150 -3.4487 -3.5053
K -2.1136 -1.2442 -0.7332
C 0.7650 1.3812 1.4607
H -0.6295 -0.1443 2.0144
N -5.3156 0.4733 1.9145
N -3.9097 -2.4748 -1.8529
H -1.7558 1.2325 3.7224
C 3.2555 0.7780 0.1450
C 1.2003 2.6826 1.7142
H 3.4966 0.9246 -1.9711
N -5.8884 -2.9322 -2.7208
N -3.7520 -3.1881 -3.0024
H 5.7732 0.9675 2.4195
N -6.1518 -0.0887 1.0122
H 0.9583 4.4500 2.9027
H 1.2614 -3.7963 -3.1657
N -5.9047 -1.7167 -0.6882
Se 1.1945 -1.6593 0.3676
N -4.1104 -0.8880 0.7365
P 1.4480 0.4466 0.0329
C 5.3889 1.0742 -0.9433
C 1.1520 -3.1960 -4.0587
C -0.9044 1.6360 3.1880
Cl 1.0638 -1.5155 -3.5747
H 1.9940 3.1054 1.1097
C -5.3711 -0.9074 0.3194
Se 0.6188 1.3620 -1.7216
H -6.8715 -1.5300 -0.8855
C -0.2831 0.8623 2.2109
C 6.0295 1.0956 0.2895
C 5.2820 0.9548 1.4532
Cl 2.5508 -3.5634 -5.1255
H 3.3260 0.6612 2.2855
H -0.9342 3.5249 4.2085
C -5.2247 -2.3478 -1.7319

***

3.
53
Properties=species:S:1:pos:R:3 method="wB97M-V/def2-TZVPD" fmax_ev_per_a=1.4 orbital_gap_ev=5.78 charge=0 relative_energy_kcal_mol=96.8
W -0.1971 -0.2499 -1.4481
C 3.9555 4.2866 -2.0112
H 3.1140 -7.3054 -4.2534
O 0.4770 1.1770 -0.0651
O -0.9524 1.4260 -1.8346
O 0.7660 -0.2414 1.8443
C 2.2156 -3.8976 -2.6655
H 4.6260 2.4404 -1.1541
C 2.5540 2.3330 -1.5560
Se -1.7340 2.2900 1.7817
Cl 0.8571 -2.1013 -5.6522
H -1.3900 -3.3774 -1.6436
H 0.7783 4.9114 -2.8809
C 2.8588 4.9890 -2.4881
O 1.4177 -0.8783 -0.3903
H 2.3443 -1.7811 -2.3680
C 0.0780 -4.8178 -2.1930
S 1.4603 -7.6917 -2.0527
C 1.4425 3.0333 -2.0830
O 1.0320 -0.0168 -3.0027
H 2.9496 6.0083 -2.8360
C -0.3572 -3.5422 -1.9086
H -1.0501 -1.3291 4.3107
C 1.8950 -6.3772 -2.9279
H -2.1189 -0.2262 3.7274
S 1.7664 0.4347 0.4092
Se -4.0653 -1.1762 3.2489
O -0.3330 2.4919 -3.9590
Se -2.0362 -1.3054 -0.2639
N -1.0599 -0.7174 -3.2694
N -0.2289 0.4107 3.7624
C 0.0158 -0.3667 -3.8289
H 4.9350 4.7461 -1.9808
Se -3.8421 2.1058 0.5532
Cl 1.6221 0.6834 -5.7531
C 1.6337 4.3564 -2.5064
N 0.4361 -2.4642 -1.9783
O 1.1108 1.8332 2.6269
H -0.6002 -5.6542 -2.1084
S -0.3384 2.7977 -2.5323
C 0.3215 -0.4161 -5.3239
Cl -1.1294 -0.0782 -6.2464
N -1.1836 -0.6029 3.6174
O 2.6193 1.0751 -1.0820
C 1.3918 -5.0117 -2.5943
H -0.3858 1.1661 4.4114
C 0.6313 0.7110 2.7401
N 2.7405 -6.4151 -3.9691
H 2.8887 -5.6141 -4.5592
Sb -2.8828 0.1086 1.6711
C 3.7894 2.9993 -1.5518
H 3.2592 -3.9767 -2.9379
C 1.7113 -2.6540 -2.3416

***

4.
37
Properties=species:S:1:pos:R:3 method="wB97M-V/def2-TZVPD" fmax_ev_per_a=3.8 orbital_gap_ev=8.56 charge=0 smiles="CC1=C(C(=O)NN)[C@@H](c2ccc(F)cc2Cl)N=C(c2nccs2)N1"
S -2.4285 -1.6523 -3.6263
C -0.2852 -1.5551 2.5370
C -2.5936 -0.0187 2.5458
N 2.7118 1.5149 3.3758
C -1.0060 -1.4217 3.6966
H 1.2562 3.0111 -1.4402
C -1.0513 -0.5546 -3.4032
O 3.0810 -0.3437 1.2133
H 0.4098 1.3438 -2.7390
C -1.3677 -0.6147 -5.6384
H 2.3942 2.7383 -0.0393
Cl 1.0814 -2.5464 2.6386
N 0.2191 0.8621 -1.8770
H 2.5583 0.9433 4.2309
H 1.1666 1.9164 2.1085
C 2.0401 2.3603 -1.0030
C -1.8442 -0.3434 1.3671
C 1.1678 0.9787 -0.8483
H -2.8577 -1.9085 -6.1421
H -2.2824 -0.0815 0.3697
C -2.2874 -1.5027 -5.3481
N 1.7650 1.1768 2.3535
F -2.6278 -0.3167 4.9332
C -0.4202 -0.3188 -2.0935
C -2.1232 -0.6293 3.7286
H 0.7718 -2.0063 0.2478
C 2.0460 0.2966 1.2365
H 2.8634 2.2405 -1.7162
H -1.1931 -0.2938 -6.6077
H -0.6677 -1.8559 4.6851
C 1.0927 0.1319 0.1434
N -0.6334 -1.2458 -1.1675
H -3.3984 0.6101 2.3780
N -0.6796 -0.0498 -4.5897
C 0.1721 -1.0580 0.1119
H 3.6148 1.1840 3.0425
C -0.6647 -0.9909 1.3356

***

5.
34
Properties=species:S:1:pos:R:3 method="wB97M-V/def2-TZVPD" fmax_ev_per_a=1.5 orbital_gap_ev=7.95 charge=0 relative_energy_kcal_mol=41.3 smiles="Cc1ccnc(NC(=O)/C=C/c2ccccc2[N+](=O)[O-])c1"
H 3.9918 -2.1036 -0.2526
O -1.2901 3.9042 -0.0388
H 2.6871 2.5960 0.4131
H 5.7007 -0.4312 0.4173
H -2.5424 -3.0886 2.4389
C -3.2392 -2.0449 0.0525
N 1.4617 -1.7216 -0.6030
C -2.3711 -1.5119 1.0028
H -3.5266 -3.0837 0.0934
H 5.0175 1.9199 0.7726
H -1.3830 0.2926 1.6177
H -4.4264 -1.5818 -1.6832
C -1.8090 -2.3637 2.0930
H -1.4757 -1.7580 2.9320
H 0.5229 2.4694 1.2702
C -2.0349 -0.1714 0.8951
C 0.6279 1.1017 -0.3306
O 1.9017 -2.7485 -1.0769
C -3.7343 -1.2165 -0.9361
C -1.2425 2.6912 0.0260
C 3.7288 -1.0681 -0.0972
C 4.6729 -0.1357 0.2789
H 0.1042 0.6678 -1.1718
O 0.2840 -1.5250 -0.3752
H -0.9512 -2.9108 1.7032
H -3.0363 2.4160 -0.8425
N -3.4121 0.0610 -1.0450
C -2.5608 0.5665 -0.1614
C 0.0247 2.0247 0.4192
N -2.3036 1.9247 -0.3419
C 1.9904 0.6410 -0.0844
C 2.9709 1.5620 0.2928
C 2.4011 -0.6878 -0.2699
C 4.2858 1.1827 0.4788

***

6.
42
Properties=species:S:1:pos:R:3 method="wB97M-V/def2-TZVPD" fmax_ev_per_a=0.5 s2=6.0193 orbital_gap_ev="8.94 / 6.72" charge=+1 spin_multiplicity=5
H -2.4728 0.0106 -4.0237
O -2.0611 -2.1823 -3.0912
C -1.9254 -1.1060 -2.3889
H 4.7886 -0.5282 -0.1865
Ru -0.9205 0.6319 -0.2906
C 3.1170 2.2380 0.8973
H -3.2385 1.5932 1.3231
C -3.1713 -0.9602 3.5477
C -1.7821 -0.0078 1.3863
H -2.8964 1.7801 -2.3553
H -3.7189 -1.3363 4.4012
N -2.0335 1.2460 -2.3742
C -2.0134 -1.6078 3.1350
H 3.2520 3.0721 1.5715
C 1.9192 2.0533 0.2262
H -0.4035 -1.6386 1.7102
H -1.7988 -4.1816 -3.2353
O 1.4215 -1.6914 -1.4214
N -2.2074 0.0336 -3.0502
H -1.6644 -2.4849 3.6627
C -3.6234 0.1741 2.8890
H -2.2995 -3.6289 -1.6068
O -0.4609 2.2504 0.5445
C -1.3018 -1.1296 2.0436
C 3.9878 0.1917 -0.0941
N 2.5516 -1.2259 -1.4903
C 1.7711 0.9791 -0.6695
C 2.7860 0.0179 -0.7517
C -2.9157 0.6759 1.8034
C -1.6575 -3.4367 -2.4618
C 0.7387 2.9305 0.5163
O 5.4827 2.4535 2.1707
C 4.1317 1.3162 0.7040
O 3.4792 -1.7213 -2.0779
O -1.5818 -1.1023 -1.1890
H -1.2969 1.7886 -2.8198
N 5.4114 1.5067 1.4193
O 0.6768 0.9264 -1.4291
O 6.2797 0.6870 1.2155
O 0.7769 4.0900 0.7728
H -4.5124 0.6855 3.2326
H -0.6141 -3.3625 -2.1654